Entry 1:
A 10-piece molecular cluster, C33H84N2O10 overall at a distorted geometry. Source: the Open Molecules 2025 dataset; level of theory: ωB97M-V with the def2-TZVPD basis set.

The geometry in XYZ format:
```
129
Properties=species:S:1:pos:R:3
H 3.71312 -5.05721 -1.19742
H 0.06045 -5.08159 -4.85509
N -0.60854 -1.87138 -3.92018
H 1.97732 -0.58916 -4.70138
C -1.68168 3.54541 -0.03969
H -3.73539 4.02832 -0.54300
C -2.45845 8.23827 -1.47550
H -1.85937 -7.24683 -1.66998
H -0.40760 0.56134 2.26457
C -6.59296 -5.47165 0.95737
H -1.13059 2.95817 5.38462
H 1.48088 -0.51191 -1.86140
H 4.70335 3.89467 -2.70049
H 2.46755 1.94054 4.23316
H 2.72105 -2.88086 -0.57904
C -1.57522 -0.60211 -1.96585
C 2.69376 3.46141 -3.39402
H -1.92512 2.55136 6.91095
H -0.23514 -6.82309 -5.05392
C -1.11399 -7.30918 -2.46261
H 7.42321 0.86303 4.23267
C 0.00621 -6.03860 -4.33536
H -1.38313 -8.12648 -3.13255
O -6.14161 -3.08165 0.94968
H 1.60449 -0.25559 3.53385
H -2.18333 5.35613 1.04698
H 7.10099 -0.13254 2.80938
H -0.50182 4.82499 1.23437
H -1.43641 -2.89218 -0.22338
H -4.44726 8.55605 -0.69871
C 1.69521 0.53682 2.78823
H -1.36600 -2.51690 -4.07547
H 3.72149 -5.55473 0.50194
H 0.64320 0.52833 -3.06495
C 0.62344 -2.21219 -4.47639
H 4.62939 2.97786 -4.20922
H 4.70887 -0.60681 3.67813
C -3.73887 9.04945 -1.36281
H 1.25987 -5.00931 0.51077
C 2.74946 -3.17522 1.55432
H 1.81115 2.69406 2.77227
H -1.32441 0.60934 4.63432
H 2.91788 4.68443 -5.15438
O 1.97822 2.39452 -4.01415
H -2.81485 -1.00385 -0.19210
H -2.83207 2.46888 5.39573
C 1.67121 1.88088 3.49170
C -0.38472 -1.35702 -2.55136
H -3.54863 -1.48931 -1.71186
H -5.47517 -3.41939 -1.59757
H -5.81128 -5.15630 -1.69311
C -1.42987 0.84170 5.69691
H 2.99882 5.59425 -3.64197
H -2.08333 -0.14040 -2.82427
H -2.11122 -1.14814 6.18073
C -2.84416 3.61478 -1.01527
H 0.99680 -6.24924 -3.92293
C 2.49941 4.76739 -4.14772
C 0.89286 -0.50965 -2.77275
H -1.84224 9.00471 -3.39332
N -2.16494 -2.83398 -0.91308
C 4.16321 3.10872 -3.22895
H -1.18811 0.22723 -1.35006
O 0.85056 -3.15529 -5.29178
H -1.99847 -5.73957 -3.62422
H -4.20544 9.15079 -2.34655
H -3.42150 0.00254 5.87487
H -5.25491 -3.24100 1.28223
H 0.71974 2.02857 4.00045
C -1.01805 -5.98996 -3.21275
H -2.51747 0.07559 7.39150
H 1.94113 -2.47419 1.75377
H 2.66811 -4.00382 2.26372
O -2.73219 6.90498 -1.90684
C -5.52257 -4.34444 -1.02354
H -1.93394 2.86275 0.77589
H 4.51713 -1.28833 5.29585
H -2.02631 8.10755 -0.48142
C 5.12403 -0.61690 4.68784
H -6.91434 -6.31530 0.34550
H -3.07790 2.62132 -1.39892
C -1.33112 4.91007 0.53232
O 1.38351 -4.28791 -0.11162
H 8.48403 -0.50311 3.84998
H -0.52523 8.31436 -2.43543
H 3.10733 0.97046 1.50690
C -2.59208 -1.47363 -1.16489
H -1.86581 -3.30312 -1.74905
H 1.43949 5.00337 -4.23903
H 3.69111 -2.65829 1.73761
H 2.51561 -1.83501 -3.53735
H -1.03740 5.58602 -0.27422
C 6.56973 -1.08287 4.66801
H 0.65843 1.19579 1.02085
H -3.54029 10.05047 -0.97938
O 6.66777 -2.42851 4.19846
C 1.65186 -1.25112 -3.89268
H 6.33016 -2.44239 3.30020
O -0.73143 -4.91914 -2.31708
H -0.10171 -2.21273 -1.90988
C -1.43778 8.90745 -2.38204
C -6.49587 -4.19735 0.13274
C 2.67276 -3.71052 0.12996
H -3.11976 6.95329 -2.78419
H -5.61505 -5.71518 1.38179
H 0.57307 -0.55110 1.29617
H -7.48708 -3.94206 -0.24679
H 2.33668 2.26357 -4.89532
H 6.95699 -1.13178 5.68728
C 0.56290 0.42359 1.78633
C -2.43253 -0.11663 6.31831
H -2.58242 4.26121 -1.85487
H 4.76540 -4.23544 -0.03612
H -4.51724 -4.54278 -0.64367
C 3.78687 -4.69590 -0.17216
H 4.27115 2.17648 -2.67472
O -0.11983 0.63289 6.22269
H 5.03639 0.39203 5.09374
H 0.13272 -5.06498 -1.91717
H -0.14805 -7.54807 -2.00863
O 2.97225 0.29566 2.17672
H -1.18374 9.90507 -2.02336
C -1.85653 2.29256 5.85053
H 2.23419 3.54282 -2.40571
H -0.14278 0.82190 7.16323
H -0.28163 3.50979 -1.39058
C 7.45130 -0.15598 3.84522
O -0.53950 2.94855 -0.65495
H -7.29983 -5.34568 1.77688
```

As for the multiplicity: 1. As for the SMILES: NCC[C@@H]1CCC(=O)N1.CC(C)O.CC(C)O.CC(C)O.CC(C)O.CC(C)O.CC(C)O.CC(C)O.CC(C)O.CC(C)O. The gap between HOMO and LUMO comes out at 8.94 eV. Its LUMO energy is 0.01452 Ha. The calculated total energy comes out at -59039.0499 eV.

Entry 2:
A 2-piece molecular cluster, C5H12O overall. Source: the Open Molecules 2025 dataset; level of theory: ωB97M-V with the def2-TZVPD basis set.

The geometry in XYZ format:
```
18
Properties=species:S:1:pos:R:3
H -0.08293 -1.52937 -1.40074
H -0.19482 0.80869 -1.85802
H -1.74234 0.35888 -1.07038
O 0.63556 -0.64250 0.35383
H 2.39130 0.29040 0.69571
C -0.86371 1.03117 -1.01488
C 0.01774 -1.72478 -0.32538
C 1.95989 -0.34709 -0.07401
H -1.44864 2.01998 1.59241
H -0.48344 0.78768 2.39105
C -1.03827 1.00627 1.47234
H 0.60254 -2.63877 -0.16899
H -1.22411 2.05415 -1.19268
H 1.94338 0.21671 -1.01341
C -0.12847 1.13031 0.29057
H -0.97452 -1.85547 0.11392
H 2.52793 -1.27738 -0.18469
H -1.89709 0.31111 1.39333
```

As for the multiplicity: 1. The gap between HOMO and LUMO comes out at 8.08 eV. Its LUMO energy is 0.03425 Ha. The calculated total energy comes out at -7422.7811 eV.

Entry 3:
A 2-piece molecular cluster, C5H10NO overall. Source: the Open Molecules 2025 dataset; level of theory: ωB97M-V with the def2-TZVPD basis set.

The geometry in XYZ format:
```
17
Properties=species:S:1:pos:R:3
H -1.40232 2.44958 0.46090
C 2.64854 0.32182 -1.01556
H -0.86865 1.91824 2.17253
H 2.67297 1.40955 -0.91958
O 1.13347 -1.00113 0.28735
H 2.65452 -0.04734 1.16260
H -1.10315 -0.43012 1.50567
C 2.09926 -0.28032 0.23649
H -2.27129 -1.38926 -1.85790
C -2.02696 -1.15272 -0.82989
H -1.66035 0.77484 -1.15422
H 3.69483 0.00548 -1.11127
H -2.03193 -1.93937 -0.08052
N -1.72306 0.02731 -0.46582
C -1.18894 1.66560 1.17585
C -1.32501 0.39540 0.85166
H 2.07340 0.00760 -1.88527
```

As for the multiplicity: 1. The net charge is +1. The gap between HOMO and LUMO comes out at 8.22 eV. Its LUMO energy is -0.19155 Ha. The calculated total energy comes out at -8876.3816 eV.

Record-wise ΔE to the lowest compared entry with this formula, charge and spin values, in kcal per mole: 0.0; 104.5; 50.7